DFT (wB97M-V/def2-TZVPD) results for C5H8N4 in the gas phase at a distorted geometry.

```
17
C5H8N4 | OMol25 | wB97M-V/def2-TZVPD
N -1.935 1.723 -0.529
N 1.877 -1.647 0.101
H -1.429 -0.257 -1.129
H -0.596 -1.247 2.166
H 2.591 -1.157 -1.737
H 0.649 1.907 -0.223
H -0.598 1.078 1.569
N 1.317 0.301 -1.316
C 1.863 -0.834 -1.016
H -2.827 1.238 -0.452
C 1.012 -1.726 1.043
N -0.114 -0.986 1.298
C -1.054 0.585 -0.547
C 0.405 0.882 -0.402
H 1.113 -2.531 1.768
H -1.930 2.334 -1.360
C -0.345 0.338 0.765
```

HOMO	-8.7	eV
orbital gap	9.44	eV
net charge	0
F_max	1.99	eV/Å
total energy	-414.27957	Eh
energy above the lowest of the compared OMol25 structures with the same formula, charge and spin	33.0	kcal/mol
multiplicity	1

Here are the natural (NBO) charges for atoms 1 to 5, given in e:
1. N -0.8367
2. N -0.5813
3. H 0.2023
4. H 0.4017
5. H 0.1683


DFT (wB97M-V/def2-TZVPD) results for C5H8N4 in the gas phase at a distorted geometry.

```
17
C5H8N4 | OMol25 | wB97M-V/def2-TZVPD
C -2.045 0.934 -0.096
H 0.820 1.117 1.399
C -1.785 -1.422 -0.127
C 1.259 -0.091 -0.414
N -0.575 -1.747 0.170
H -2.408 -2.291 -0.362
H 3.081 0.689 -0.677
H 3.086 -0.954 -0.574
N 2.667 -0.106 -0.161
H 1.018 -1.201 1.429
N -0.799 1.411 0.088
C 0.374 0.671 0.525
C 0.406 -0.830 0.590
H -0.717 2.447 0.091
H -2.742 1.742 -0.294
H 0.888 -0.116 -1.441
N -2.526 -0.252 -0.145
```

HOMO	-8.6	eV
orbital gap	9.27	eV
net charge	0
F_max	1.44	eV/Å
total energy	-414.28986	Eh
energy above the lowest of the compared OMol25 structures with the same formula, charge and spin	26.5	kcal/mol
multiplicity	1

Here are the natural (NBO) charges for atoms 1 to 5, given in e:
1. C 0.3345
2. H 0.2230
3. C 0.2603
4. C -0.0632
5. N -0.4601


DFT (wB97M-V/def2-TZVPD) results for C5H8N4 in the gas phase at a distorted geometry.

```
17
C5H8N4 | OMol25 | wB97M-V/def2-TZVPD
C -0.978 -2.515 -1.494
H 0.524 0.677 2.341
H 1.354 2.699 0.481
H -2.887 -1.709 -1.915
N 1.259 0.709 -0.404
C -0.483 -0.783 -0.397
H 2.848 2.065 -0.134
C 1.989 1.766 0.313
H 2.304 1.326 1.221
N -1.672 -0.533 -0.813
N -0.026 -1.983 -0.758
H -1.109 0.348 1.753
C 0.289 0.271 0.241
H -0.896 -3.400 -1.923
H -0.280 1.905 1.421
C -0.223 0.810 1.583
N -2.014 -1.653 -1.517
```

HOMO	-9.5	eV
orbital gap	10.52	eV
net charge	0
F_max	5.16	eV/Å
total energy	-414.29403	Eh
energy above the lowest of the compared OMol25 structures with the same formula, charge and spin	23.9	kcal/mol
multiplicity	1

Here are the natural (NBO) charges for atoms 1 to 5, given in e:
1. C 0.1834
2. H 0.2278
3. H 0.1848
4. H 0.4067
5. N -0.3621


DFT (wB97M-V/def2-TZVPD) results for a molecular structure, C5H8N4 at a distorted geometry.

```
17
C5H8N4 | OMol25 | wB97M-V/def2-TZVPD
N 2.457 0.774 0.076
C 2.892 -0.475 -0.178
N 2.069 -1.400 0.103
H 3.861 -0.918 -0.672
H -3.285 0.394 1.280
C -2.186 -0.225 0.886
H -1.974 -1.479 -1.216
H -1.673 -1.068 1.373
H -1.220 1.622 -0.749
H 2.740 1.000 1.121
N 1.086 0.931 0.073
N 0.694 -1.295 0.245
H 0.709 2.387 -0.456
C -1.198 0.419 -0.115
C -2.265 -0.601 -0.727
H -2.958 -0.005 -1.157
C 0.251 -0.060 0.112
```

HOMO	-7.8	eV
orbital gap	7.14	eV
net charge	0
F_max	6.37	eV/Å
total energy	-413.99744	Eh
energy above the lowest of the compared OMol25 structures with the same formula, charge and spin	210.0	kcal/mol
multiplicity	1

Here are the natural (NBO) charges for atoms 1 to 5, given in e:
1. N -0.4675
2. C 0.1433
3. N -0.2569
4. H 0.2267
5. H 0.2451


DFT (wB97M-V/def2-TZVPD) results for C5H8N4O2 in the gas phase at a distorted geometry.

```
19
C5H8N4O2 | OMol25 | wB97M-V/def2-TZVPD
C -1.193 -0.746 -0.699
H -0.873 -1.762 -0.830
O 0.980 1.371 3.286
C -0.337 -0.457 0.598
H -2.282 -0.853 -0.485
O -1.879 1.163 -2.274
H 2.349 -0.337 2.210
N 1.284 -0.412 2.006
H 0.904 -2.011 1.048
N 1.141 -0.686 -2.373
C 0.512 0.649 2.331
H -0.028 0.432 -3.797
N -0.004 -0.092 -2.768
H 1.059 -1.706 -2.512
N 0.851 -1.014 0.866
C -0.702 0.513 1.639
H -1.710 0.982 1.781
C -1.092 0.212 -1.895
H 1.739 -0.612 -1.473
```

HOMO	-8.9	eV
orbital gap	8.96	eV
net charge	0
F_max	6.60	eV/Å
total energy	-564.69253	Eh
energy above the lowest of the compared OMol25 structures with the same formula, charge and spin	118.8	kcal/mol
multiplicity	1

Here are the natural (NBO) charges for atoms 1 to 5, given in e:
1. C -0.5496
2. H 0.2302
3. O -0.6664
4. C 0.2535
5. H 0.2682


DFT (wB97M-V/def2-TZVPD) results for C5H8N6 in the gas phase at a distorted geometry.

```
19
C5H8N6 | OMol25 | wB97M-V/def2-TZVPD
H -4.583 0.749 0.746
C 2.686 -0.138 0.021
H -3.271 -0.945 -0.926
H 1.629 2.790 0.071
N -0.929 -1.296 -0.134
C 0.367 -1.369 0.085
H -3.648 1.529 -0.581
C -3.588 0.799 0.275
H -2.834 1.297 0.892
H 4.474 -0.968 -0.293
N -1.673 -0.336 0.227
N 2.956 1.147 -0.021
C 1.188 -0.305 -0.168
N 0.717 0.979 -0.242
N -2.832 -0.232 -0.331
H 0.787 -2.297 0.069
N 3.554 -1.137 0.055
H 3.285 -2.045 0.353
C 1.714 1.777 -0.097
```

HOMO (alpha / beta)	-7.6 / -7.6	eV
orbital gap (alpha / beta)	7.40 / 7.40	eV
net charge	0
F_max	4.16	eV/Å
total energy	-523.73842	Eh
energy above the lowest of the compared OMol25 structures with the same formula, charge and spin	21.2	kcal/mol
multiplicity	1

Here are the natural (NBO) charges for atoms 1 to 5, given in e:
1. H 0.2145
2. C 0.4058
3. H 0.3831
4. H 0.1788
5. N -0.3239


DFT (wB97M-V/def2-TZVPD) results for 2 unconnected molecules or ions with the total composition C5H8NO at a distorted geometry.

```
15
C5H8NO | OMol25 | wB97M-V/def2-TZVPD
H -1.697 -1.452 -0.979
H 1.274 1.115 -1.319
C -2.266 -0.688 -0.338
H 2.638 0.223 -0.415
H 1.562 -2.011 0.873
H 1.603 -0.579 -1.586
O -3.144 -0.022 -0.113
H 0.203 2.215 0.718
N -0.599 0.538 0.169
H -0.030 -1.875 1.498
H -1.701 2.334 0.544
C 1.620 0.133 -0.759
C 0.639 -0.223 0.318
C 0.671 -1.430 0.889
C -0.773 1.721 0.500
```

HOMO	-14.0	eV
orbital gap	8.42	eV
net charge	+1
F_max	4.15	eV/Å
total energy	-324.91770	Eh
energy above the lowest of the compared OMol25 structures with the same formula, charge and spin	76.1	kcal/mol
multiplicity	1

Here are the natural (NBO) charges for atoms 1 to 5, given in e:
1. H 0.2957
2. H 0.2219
3. C 0.6869
4. H 0.2578
5. H 0.2336


DFT (wB97M-V/def2-TZVPD) results for a molecular structure, C5H8NO at a distorted geometry.

```
15
C5H8NO | OMol25 | wB97M-V/def2-TZVPD
C -1.372 -0.370 -1.238
C 1.908 0.526 -1.404
H -2.125 0.432 -1.003
H 0.670 -1.063 1.425
H 2.524 1.327 -0.947
C -0.287 1.272 2.613
H -1.086 -0.294 -2.241
O -0.898 0.545 1.994
H -1.927 -1.282 -0.831
H -0.905 -1.759 1.070
H 2.249 -0.125 -2.252
N 0.937 0.252 -0.665
H 0.723 1.724 2.912
C -0.230 -0.855 0.961
C -0.181 -0.331 -0.395
```

HOMO (alpha / beta)	-12.4 / -12.3	eV
orbital gap (alpha / beta)	7.24 / 7.53	eV
net charge	+1
F_max	5.44	eV/Å
total energy	-324.83514	Eh
energy above the lowest of the compared OMol25 structures with the same formula, charge and spin	127.9	kcal/mol
multiplicity	1

Here are the natural (NBO) charges for atoms 1 to 5, given in e:
1. C -0.6707
2. C 0.0439
3. H 0.2693
4. H 0.2086
5. H 0.2151